C36H93F4HgN7O24S4 as an isolated structure, computed with ωB97M-V/def2-TZVPD.

Element x y z (Å)
Hg: 0.367 -1.466 -3.990
N: 2.248 -2.213 -4.762
S: 2.730 -3.173 -5.842
O: 3.357 -4.449 -5.487
O: 3.006 -2.621 -7.160
F: 1.220 -3.709 -6.055
S: 3.928 -1.807 -4.561
O: 4.526 -0.980 -5.594
O: 4.751 -2.726 -3.713
F: 3.547 -0.637 -3.491
N: 0.233 -0.196 -2.192
S: 1.274 -0.213 -0.783
O: 0.708 -0.640 0.482
O: 2.363 0.748 -0.734
F: 2.119 -1.505 -1.231
S: -0.588 0.945 -1.600
O: 0.049 2.274 -1.597
O: -1.581 0.634 -0.589
F: -1.540 0.974 -2.944
C: -4.824 1.247 -2.505
C: -4.355 2.482 -1.797
O: -3.505 3.177 -2.714
O: -5.676 0.312 -1.875
H: -4.033 0.604 -2.890
H: -5.406 1.527 -3.383
H: -3.856 2.218 -0.865
H: -5.248 3.049 -1.535
H: -3.335 4.034 -2.316
H: -5.935 -0.352 -2.517
C: 0.698 -4.294 -0.884
C: 1.025 -4.261 -2.393
O: 0.063 -3.646 -3.199
O: -0.316 -5.295 -0.653
H: 0.302 -3.322 -0.593
H: 1.537 -4.461 -0.208
H: 1.220 -5.251 -2.806
H: 2.008 -3.815 -2.547
H: -0.603 -4.324 -3.332
H: 0.068 -6.173 -0.602
C: 7.009 0.824 0.204
C: 5.494 0.675 0.126
O: 5.125 0.764 -1.298
O: 7.601 -0.281 -0.451
H: 7.416 0.998 1.200
H: 7.209 1.709 -0.400
H: 4.965 1.398 0.747
H: 5.169 -0.239 0.621
H: 4.213 0.513 -1.459
H: 7.553 -0.244 -1.409
C: -3.288 -7.595 4.901
O: -2.965 -6.316 4.344
C: -1.633 -6.254 3.852
C: -1.382 -5.033 2.969
N: -1.321 -3.757 3.694
C: -0.989 -2.578 2.895
C: -2.120 -2.151 1.937
O: -3.357 -1.864 2.623
C: -4.403 -1.422 1.800
H: -2.634 -7.956 5.695
H: -3.371 -8.273 4.051
H: -4.276 -7.413 5.324
H: -1.470 -7.143 3.242
H: -0.922 -6.302 4.677
H: -2.162 -5.072 2.209
H: -0.469 -5.340 2.459
H: -2.272 -3.519 3.936
H: -0.113 -2.774 2.276
H: -0.686 -1.709 3.479
H: -2.336 -2.956 1.235
H: -1.847 -1.288 1.330
H: -5.218 -1.033 2.411
H: -4.883 -2.197 1.202
H: -4.087 -0.553 1.224
C: 2.483 -2.497 7.083
O: 2.963 -3.407 6.041
C: 1.920 -4.099 5.519
C: 2.417 -5.062 4.471
N: 3.234 -4.356 3.527
C: 2.572 -3.381 2.709
C: 3.481 -2.641 1.687
O: 3.892 -3.517 0.669
C: 4.806 -2.913 -0.245
H: 1.933 -3.041 7.851
H: 1.826 -1.691 6.754
H: 3.381 -2.186 7.617
H: 1.052 -3.497 5.254
H: 1.535 -4.702 6.341
H: 1.618 -5.577 3.937
H: 3.007 -5.879 4.884
H: 3.935 -3.772 3.961
H: 2.204 -2.554 3.317
H: 1.723 -3.768 2.144
H: 4.388 -2.308 2.192
H: 2.968 -1.749 1.327
H: 5.788 -2.797 0.214
H: 4.499 -1.982 -0.723
H: 4.871 -3.527 -1.143
C: 1.936 3.436 0.904
O: 0.852 2.739 1.453
C: 1.160 1.881 2.591
C: -0.014 1.819 3.605
N: -0.420 3.144 3.985
C: -1.725 3.204 4.645
C: -2.004 4.642 4.902
O: -1.387 5.122 6.147
C: -1.476 6.496 6.197
H: 2.716 2.756 0.563
H: 2.390 4.133 1.608
H: 1.543 4.048 0.092
H: 2.126 2.212 2.973
H: 1.399 0.891 2.204
H: 0.504 1.355 4.444
H: -0.815 1.175 3.244
H: -0.290 3.792 3.221
H: -1.620 2.614 5.556
H: -2.431 2.833 3.902
H: -3.060 4.886 5.016
H: -1.684 5.211 4.030
H: -0.887 6.894 5.370
H: -0.992 6.866 7.101
H: -2.466 6.951 6.202
C: -2.722 -2.162 -2.063
O: -2.051 -1.839 -3.232
C: -2.922 -1.785 -4.315
C: -2.265 -0.942 -5.479
N: -1.018 -1.524 -5.840
C: -0.419 -0.761 -6.954
C: 0.055 0.661 -6.464
O: 0.956 0.546 -5.384
C: 1.422 1.776 -4.863
H: -3.389 -1.341 -1.799
H: -2.056 -2.377 -1.228
H: -3.389 -3.024 -2.035
H: -3.935 -1.388 -4.245
H: -3.244 -2.768 -4.659
H: -2.134 0.097 -5.177
H: -2.892 -0.899 -6.370
H: -1.278 -2.352 -6.357
H: -1.162 -0.516 -7.714
H: 0.426 -1.226 -7.461
H: -0.748 1.289 -6.078
H: 0.542 1.295 -7.204
H: 2.251 2.183 -5.441
H: 1.887 1.610 -3.891
H: 0.559 2.414 -4.675
C: -1.038 5.000 1.088
O: -2.090 5.861 1.594
C: -3.221 6.119 0.826
C: -2.919 6.810 -0.534
N: -2.517 5.862 -1.582
C: -2.134 6.529 -2.804
C: -0.735 7.249 -2.666
O: 0.227 6.550 -1.858
C: 0.779 5.472 -2.610
H: -1.557 4.092 0.782
H: -0.335 4.884 1.914
H: -0.530 5.430 0.225
H: -3.764 6.869 1.400
H: -3.798 5.196 0.761
H: -2.052 7.452 -0.376
H: -3.742 7.448 -0.855
H: -1.655 5.480 -1.221
H: -2.965 7.212 -2.976
H: -2.027 5.781 -3.590
H: -0.921 8.232 -2.232
H: -0.345 7.593 -3.624
H: 1.376 4.921 -1.883
H: 1.451 5.777 -3.412
H: 0.096 4.704 -2.973

Summary:
Spin multiplicity: 2
Lowest unoccupied orbital energy (spin up / spin down) (eV): 1.243 / 1.537
Charge: -1
E_HOMO (spin up / spin down) (eV): -3.0 / -6.6
Kohn-Sham gap (spin up / spin down) (eV): 4.293 / 8.093

Atom charges from the Löwdin analysis, given in e for atoms 1 to 8: Hg 1.215; N -0.394; S 0.364; O -0.308; O -0.313; F -0.262; S 0.575; O -0.292


A 9-piece molecular cluster, C36H93F6N5O16P overall, computed with ωB97M-V/def2-TZVPD.

Element x y z (Å)
P: -1.105 0.813 2.211
F: -0.366 2.229 1.946
F: -1.834 0.757 0.767
F: 0.204 0.002 1.656
F: -1.704 -0.585 2.619
F: -0.572 0.753 3.750
F: -2.477 1.417 2.796
C: 1.517 -6.949 1.830
O: 1.376 -7.364 0.475
C: 2.462 -8.079 0.006
C: 2.335 -8.777 -1.360
N: 2.449 -7.824 -2.447
C: 2.262 -8.410 -3.807
C: 3.184 -9.548 -4.286
O: 4.549 -9.112 -4.302
C: 5.390 -10.158 -4.843
H: 1.595 -7.825 2.473
H: 0.582 -6.547 2.219
H: 2.322 -6.233 1.999
H: 2.668 -8.875 0.722
H: 3.301 -7.384 -0.016
H: 1.355 -9.245 -1.273
H: 3.106 -9.526 -1.543
H: 3.364 -7.398 -2.482
H: 2.146 -7.612 -4.540
H: 1.255 -8.828 -3.782
H: 2.918 -9.826 -5.306
H: 2.951 -10.491 -3.793
H: 5.164 -11.117 -4.376
H: 6.432 -9.862 -4.723
H: 5.075 -10.281 -5.880
C: -6.169 -2.722 -2.840
O: -6.061 -3.544 -3.968
C: -6.572 -2.943 -5.147
C: -6.437 -3.833 -6.485
N: -5.130 -4.572 -6.626
C: -5.097 -5.217 -7.923
C: -3.716 -5.908 -8.279
O: -2.737 -4.898 -8.382
C: -1.564 -5.346 -9.132
H: -5.639 -1.794 -3.054
H: -5.637 -3.254 -2.051
H: -7.213 -2.623 -2.544
H: -6.157 -1.946 -5.298
H: -7.598 -2.613 -4.988
H: -6.624 -3.228 -7.372
H: -7.165 -4.641 -6.422
H: -4.402 -3.873 -6.590
H: -5.267 -4.576 -8.789
H: -5.912 -5.939 -7.952
H: -3.742 -6.493 -9.198
H: -3.588 -6.657 -7.498
H: -1.018 -6.195 -8.721
H: -0.845 -4.542 -8.975
H: -1.614 -5.412 -10.219
C: 7.297 1.142 -1.124
O: 7.006 1.558 -2.488
C: 6.842 2.971 -2.755
C: 7.337 3.285 -4.178
N: 8.734 2.955 -4.128
C: 9.385 3.090 -5.393
C: 9.299 1.826 -6.236
O: 10.053 0.680 -5.755
C: 11.338 0.666 -6.178
H: 6.642 1.733 -0.483
H: 8.307 1.429 -0.833
H: 7.243 0.058 -1.031
H: 7.390 3.579 -2.035
H: 5.763 3.120 -2.718
H: 7.167 4.347 -4.357
H: 6.819 2.658 -4.904
H: 8.731 2.031 -3.722
H: 10.438 3.309 -5.211
H: 8.886 3.793 -6.060
H: 9.598 1.968 -7.274
H: 8.285 1.449 -6.373
H: 11.775 1.655 -6.044
H: 11.431 0.467 -7.245
H: 11.899 -0.089 -5.626
C: 5.263 -1.685 6.396
O: 5.040 -0.317 6.846
C: 3.787 -0.054 7.414
C: 3.814 1.339 8.063
N: 2.522 1.719 8.616
C: 2.430 3.099 9.013
C: 1.020 3.446 9.470
O: 0.806 3.281 10.850
C: -0.531 3.513 11.238
H: 6.190 -1.680 5.822
H: 4.491 -1.971 5.680
H: 5.328 -2.376 7.237
H: 3.461 -0.728 8.206
H: 3.053 -0.017 6.609
H: 4.125 1.998 7.253
H: 4.560 1.427 8.853
H: 1.879 1.468 7.879
H: 2.678 3.806 8.222
H: 3.070 3.251 9.883
H: 0.293 2.936 8.839
H: 0.870 4.496 9.219
H: -0.617 3.373 12.315
H: -1.213 2.765 10.833
H: -0.869 4.532 11.050
C: -7.001 7.615 8.416
O: -7.266 6.505 7.516
C: -8.584 6.525 6.951
C: -8.753 5.175 6.217
N: -8.680 3.973 7.062
C: -8.416 2.790 6.196
C: -8.442 1.491 7.076
O: -7.530 1.396 8.178
C: -6.197 1.232 7.820
H: -6.023 7.601 8.896
H: -7.779 7.694 9.175
H: -7.021 8.492 7.769
H: -8.650 7.346 6.237
H: -9.359 6.610 7.712
H: -7.958 5.165 5.470
H: -9.624 5.273 5.569
H: -7.931 4.052 7.735
H: -7.483 2.868 5.638
H: -9.194 2.727 5.436
H: -8.364 0.598 6.456
H: -9.448 1.219 7.397
H: -5.793 2.077 7.262
H: -6.172 0.391 7.127
H: -5.564 1.089 8.695
C: -1.595 7.450 4.061
C: -2.194 7.407 2.634
O: -3.306 6.506 2.583
O: -2.376 8.242 4.914
H: -0.612 7.911 3.969
H: -1.576 6.404 4.366
H: -1.445 7.103 1.902
H: -2.519 8.421 2.404
H: -3.016 5.618 2.802
H: -3.301 7.995 4.990
C: 0.947 -1.246 -5.963
C: 1.926 -0.677 -6.958
O: 1.377 0.234 -7.832
O: -0.258 -1.540 -6.542
H: 0.741 -0.406 -5.300
H: 1.394 -1.984 -5.297
H: 2.353 -1.554 -7.447
H: 2.752 -0.220 -6.413
H: 0.832 0.816 -7.298
H: -0.113 -2.128 -7.287
C: -2.358 4.788 -4.933
C: -1.239 5.846 -4.784
O: -0.104 5.663 -5.667
O: -2.969 4.947 -6.182
H: -3.072 4.910 -4.119
H: -1.793 3.857 -4.891
H: -0.769 5.914 -3.803
H: -1.756 6.778 -5.011
H: -0.223 6.141 -6.490
H: -3.614 4.251 -6.326

Summary:
ΔE to the lowest compared entry with this formula, charge and spin (eV): 2.2755
Lowest unoccupied orbital energy (eV): 1.804
Charge: -1
E_HOMO (eV): -7.1
Kohn-Sham gap (eV): 8.910

Atom charges from the Löwdin analysis, given in e for atoms 1 to 8: P 0.098; F -0.168; F -0.172; F -0.189; F -0.178; F -0.205; F -0.186; C -0.099


charge of number 1 (C36H93F4HgN7O24S4)? -1